1.
86
Properties=species:S:1:pos:R:3 method="wB97M-V/def2-TZVPD" gap_ev=7.06 spin_multiplicity=1 charge=+2 lumo_ev=-6.88
H -3.245 -3.859 2.630
C -1.617 2.192 0.105
C 2.042 0.265 -2.637
H 1.801 -1.867 0.040
C 1.354 -3.545 -3.393
C 1.966 2.338 4.620
C 1.559 1.687 -4.526
C 2.537 -3.701 -2.682
H 3.706 1.769 -1.539
H -3.952 -5.046 -1.429
H -1.368 1.875 -0.898
H 5.844 1.566 2.165
H 2.525 -0.606 -2.209
C 1.654 -2.327 -0.920
C 3.717 1.584 -0.476
Ti -0.132 0.215 1.154
H 2.686 -0.146 -4.634
C 2.141 0.539 -3.994
H -0.654 1.453 5.430
C -3.092 -3.741 1.563
C -3.696 -4.579 0.645
C -0.659 2.777 0.942
C -2.242 0.626 -4.330
C -2.654 -3.363 -1.175
C 0.464 -2.160 -1.630
C -1.400 0.007 -3.414
P -0.893 -1.191 -0.902
H -0.594 -2.669 -3.441
Si 1.181 0.777 4.027
H 3.039 -0.840 4.358
C -3.582 0.817 -4.034
H 1.646 1.899 -5.585
C 1.360 1.160 -1.841
H 0.343 2.959 0.594
H -0.907 -0.206 4.886
H 3.604 -3.217 -0.882
H -1.842 0.961 -5.280
C 0.320 -2.781 -2.870
C 4.921 1.481 1.605
H 0.458 3.484 -4.095
C 0.892 2.575 -3.694
O -1.827 -2.055 3.534
H -0.358 -0.131 -3.658
H -4.235 1.298 -4.753
H -4.342 -5.377 0.988
H -2.683 3.726 3.490
H 3.341 -4.301 -3.091
S -1.519 -1.689 2.208
H -4.380 2.706 2.000
H 1.441 2.662 5.525
C -1.910 -0.443 -2.200
C -1.054 3.317 2.172
C -3.475 -4.388 -0.713
C 2.685 -3.093 -1.443
C -0.593 0.789 4.562
C -2.271 -2.733 1.074
C -2.380 3.286 2.548
C 2.549 1.025 1.570
H -3.701 1.741 -0.163
H 0.343 3.040 -1.670
O -1.877 -0.253 1.798
H 3.020 2.213 4.881
C 2.580 1.201 0.201
C -3.337 2.709 1.707
O 1.329 0.962 -0.429
H -5.143 0.519 -2.587
N 1.280 0.770 2.173
H -0.317 3.785 2.814
O -0.042 -1.622 1.852
C -2.025 -2.514 -0.284
H -1.320 1.150 3.840
C 4.898 1.727 0.242
H 1.232 -4.022 -4.359
C -4.094 0.382 -2.816
H 1.878 -0.831 5.696
C 1.978 -0.771 4.606
H 1.903 3.144 3.882
H -2.516 -3.228 -2.240
H -3.676 -0.602 -0.966
H 5.799 2.025 -0.278
C 0.804 2.320 -2.331
C -3.263 -0.243 -1.902
H 1.468 -1.637 4.176
C 3.753 1.140 2.263
H 3.781 0.966 3.329
C -2.959 2.165 0.500

=====

2.
92
Properties=species:S:1:pos:R:3 method="wB97M-V/def2-TZVPD" gap_ev="6.63 / 6.86" spin_multiplicity=3 s_squared=2.022 charge=+1 lumo_ev="-2.61 / -3.39"
C -0.965 -3.001 -4.417
C -2.220 1.995 3.142
H 1.884 3.153 -2.017
C -0.749 2.099 3.021
H 3.242 4.189 -5.935
C -2.309 2.969 -2.289
C -4.346 1.926 1.750
C -0.104 4.103 0.377
C 0.984 1.855 -5.016
Cl 4.013 -0.142 -4.344
C -1.542 -0.576 1.816
C 0.265 5.401 0.682
H -3.621 1.491 -1.388
C -1.823 -2.435 -3.481
C 2.632 3.797 -3.921
H 0.319 1.123 -5.452
N 0.653 -1.939 -1.031
P -0.107 1.109 -2.535
C -1.672 1.915 -3.186
C 2.280 -1.961 0.519
H -3.299 4.179 1.500
C 3.263 -1.393 1.478
H 2.957 -1.640 2.500
H 3.881 -1.569 -2.483
C 0.004 1.208 2.335
C 1.853 3.009 -3.091
H 4.686 -3.023 1.427
H 0.313 -5.104 -1.427
H -0.566 -3.853 -2.223
H -1.213 -3.945 -4.876
H -1.553 3.685 -1.947
H -3.029 3.530 -2.893
H -3.751 3.138 -0.719
Cl 2.993 0.477 -1.668
H 3.253 4.573 -3.499
H -2.657 2.875 3.610
H 0.901 -2.813 -5.447
C 1.036 2.022 -3.633
O 1.610 1.411 0.673
H -2.407 1.140 -3.419
C 4.669 -1.949 1.243
C -5.229 1.798 2.749
C -3.054 2.380 -1.089
N -0.343 0.033 1.702
H 1.259 5.748 0.448
H -2.785 -3.435 1.187
H -4.718 2.303 0.809
C -1.515 -1.212 -2.918
C 1.405 1.629 1.948
H 4.997 -1.769 0.221
H -3.864 0.324 5.543
N 0.268 -4.147 -1.733
H 5.145 -0.298 -2.298
Ti 0.386 0.348 -0.117
C 0.881 -3.219 -0.983
C -3.890 0.713 4.536
O -2.848 -2.497 1.423
H -3.638 -0.560 2.182
H -5.887 1.271 4.715
H 5.371 -1.469 1.919
H -2.735 -2.943 -3.203
H 3.248 -0.301 1.375
C -2.904 1.541 1.809
O 2.193 2.169 2.686
H -1.384 2.388 -4.131
C -1.608 -1.943 1.400
C -0.643 6.254 1.284
H -6.243 2.129 2.558
N 1.421 -1.258 -0.164
H -2.168 -0.782 -2.159
H 0.608 3.426 -0.090
C -5.020 1.253 4.071
C 1.787 2.625 -5.835
C 0.217 -2.361 -4.747
H -0.238 2.928 3.489
H -0.349 7.258 1.544
C -2.769 0.077 2.336
C 0.525 -1.131 -4.191
C -0.365 -0.524 -3.315
S 2.170 -3.656 0.125
C -1.926 5.814 1.562
H 1.451 -0.641 -4.453
P -1.855 1.930 0.270
C -2.622 0.639 3.773
O -0.632 -2.605 1.051
C -2.300 4.517 1.266
C 4.128 -0.516 -2.619
H -1.839 0.164 4.362
C -1.381 3.647 0.684
H -2.644 6.486 2.001
H 1.759 2.474 -6.903
C 2.615 3.594 -5.290

=====

3.
87
Properties=species:S:1:pos:R:3 method="wB97M-V/def2-TZVPD" gap_ev=5.72 spin_multiplicity=1 charge=+1 lumo_ev=-4.98
C 5.369 0.368 2.601
C -4.742 3.444 -2.964
C -5.985 5.220 0.086
C -4.538 3.995 -1.568
H -3.452 4.847 -3.921
C 4.496 1.320 3.105
C -1.826 -2.836 1.808
H -0.939 5.367 0.819
C -1.831 0.141 3.003
C 3.127 1.165 2.936
H 0.961 -0.761 1.241
O 2.200 -2.338 3.991
F 6.696 0.533 2.740
H -2.945 5.411 -1.917
H 1.422 -4.552 3.619
H -2.408 -3.792 4.369
C -6.070 -0.525 2.517
H -3.768 2.013 2.716
H -3.138 -2.199 4.288
C -7.423 -0.707 2.367
H -6.544 1.099 -4.598
H 0.009 -4.945 2.630
H -5.663 5.839 -3.199
N -0.963 -0.902 3.140
H -1.709 3.529 -2.727
C -3.187 -0.020 2.830
C -6.881 6.217 0.412
H -8.049 7.852 -0.310
H -1.700 -2.449 5.266
F 4.980 2.418 3.709
C -1.276 -2.380 3.156
F 3.049 -1.871 0.942
C -4.105 4.004 -4.062
C -6.012 5.941 -2.187
C -5.511 0.770 2.545
C -2.189 -2.726 4.333
C -1.504 4.481 0.500
H -4.685 3.162 -0.867
H -7.262 7.611 -2.627
C -5.847 1.907 -4.444
H -3.554 -1.025 2.793
H -5.601 4.564 0.848
H -0.298 2.876 -0.416
C 3.510 -0.864 1.709
H -6.166 1.987 -2.334
H 0.696 0.852 1.866
C -0.852 3.778 -0.707
H -2.402 2.460 -1.512
C -2.010 3.470 -1.673
C -5.549 5.062 -1.221
H -7.211 6.332 1.431
C 0.346 -4.414 3.518
F 5.727 -1.634 1.399
F 2.284 2.092 3.430
H 0.664 -0.066 4.208
H -0.130 4.449 -1.187
C 0.503 -0.714 3.336
N 0.066 -2.997 3.398
H -0.141 -4.823 4.399
H -2.746 -2.318 1.549
C -6.390 1.861 2.418
C 1.160 -0.110 2.097
C 1.072 -2.087 3.630
C -7.740 1.664 2.270
H -2.042 -3.904 1.802
H -7.831 -1.705 2.348
H -5.351 2.070 -6.515
C 4.877 -0.724 1.904
H -8.399 2.511 2.175
H -5.987 2.859 2.446
C -7.347 7.074 -0.564
H -9.322 0.234 2.127
C -8.263 0.383 2.244
C -4.318 3.510 -5.332
H -3.813 3.957 -6.173
C -3.103 4.501 -1.321
C 2.629 0.072 2.239
H -1.099 -2.630 1.024
H -3.098 5.825 0.289
C -5.629 2.399 -3.173
H -5.436 -1.387 2.618
H -1.411 1.130 3.049
H -1.562 3.813 1.368
C -4.114 0.995 2.702
C -5.185 2.456 -5.523
N -2.889 4.838 0.114
C -6.908 6.938 -1.864

=====

Calculated molar mass in order - 723.73, 840.55, 660.75 g/mol